(1)
The following is a quantum chemistry calculation of a molecular structure, C8H24CrMnN8O20S, from the OMol25 dataset.

Geometry (Å):
Mn -2.00 -2.45 0.17
Cr -0.84 2.72 0.94
S -1.31 0.14 0.38
O -1.55 -0.86 1.39
O -0.01 0.78 0.46
O -1.49 -0.71 -0.78
O -2.09 1.35 0.52
C 2.14 -3.73 1.77
N 1.03 -3.87 0.79
O 1.03 -4.70 -0.08
O 0.11 -3.04 0.85
H 2.99 -3.45 1.16
H 2.45 -4.72 2.11
H 2.07 -2.97 2.55
C -3.66 1.01 -2.32
N -2.52 1.87 -2.69
O -1.51 1.32 -3.03
O -2.74 3.11 -2.69
H -3.97 1.35 -1.33
H -3.37 -0.02 -2.56
H -4.36 1.47 -3.00
C -3.55 -1.50 3.96
N -4.34 -1.56 2.72
O -5.45 -0.99 2.64
O -3.78 -2.19 1.86
H -2.51 -1.34 3.68
H -3.59 -2.52 4.36
H -4.00 -0.80 4.66
C 1.35 3.50 -3.00
N 0.36 4.01 -2.01
O -0.25 5.03 -2.44
O 0.14 3.36 -0.93
H 1.56 4.30 -3.70
H 0.97 2.52 -3.29
H 2.18 3.24 -2.34
C 2.48 5.11 2.19
N 2.17 3.94 1.29
O 1.16 3.29 1.51
O 2.86 3.65 0.31
H 1.53 5.54 2.50
H 3.13 5.75 1.59
H 3.05 4.58 2.95
C 1.55 0.17 -2.10
N 1.56 -1.24 -1.60
O 2.39 -1.61 -0.82
O 0.92 -1.98 -2.26
H 2.12 0.20 -3.03
H 1.95 0.84 -1.34
H 0.48 0.30 -2.28
C -0.54 -4.93 -3.23
N -1.54 -3.88 -2.87
O -2.32 -3.49 -3.76
O -1.68 -3.37 -1.78
H -0.16 -4.32 -4.05
H -1.01 -5.89 -3.47
H 0.26 -4.95 -2.50
C 2.67 0.16 2.51
N 3.08 0.59 3.87
O 2.94 1.82 4.21
O 3.62 -0.23 4.56
H 2.72 -0.93 2.50
H 3.47 0.66 1.97
H 1.67 0.54 2.33

LUMO level (alpha / beta)	-7.034 / -6.495	eV
DFT total energy	-132095.826	eV
gap between HOMO and LUMO (alpha / beta)	0.3138 / 0.3335	Ha
spin multiplicity	10
HOMO level (alpha / beta)	-15.57 / -15.57	eV
charge	+2

=====

(2)
The following is a quantum chemistry calculation of a molecular structure, C10H8F4N2O8PS2, from the OMol25 dataset.

Geometry (Å):
O 1.43 1.94 2.47
C 0.88 1.16 1.75
C -0.17 1.58 0.75
P -1.88 1.79 1.41
O -1.66 2.03 2.99
N -2.67 0.15 1.36
C -2.87 -0.30 0.05
O -2.37 0.11 -0.93
F -3.73 -1.32 0.04
C -2.14 -0.82 2.21
O -2.11 -0.79 3.39
F -1.60 -1.84 1.55
C 1.23 -0.30 1.75
C 1.00 -1.10 2.86
C 1.31 -2.46 2.80
C 1.84 -2.99 1.63
C 2.10 -2.18 0.53
C 1.79 -0.83 0.58
H 0.09 2.56 0.37
H -0.14 0.90 -0.09
H -1.08 1.38 3.42
H 0.57 -0.68 3.76
H 1.12 -3.09 3.65
H 2.06 -4.04 1.58
H 2.53 -2.58 -0.38
H 1.97 -0.19 -0.27
N -0.37 0.73 -4.50
S -0.42 1.93 -3.48
O -0.35 3.24 -4.05
O 0.26 1.72 -2.24
F -1.95 1.82 -3.08
S 1.01 0.53 -5.23
O 0.89 -0.35 -6.35
O 2.15 0.37 -4.37
F 1.27 1.95 -5.92

LUMO level	2.394	eV
DFT total energy	-71692.763	eV
ΔE to the lowest compared entry with this formula, charge and spin	0.000	eV
gap between HOMO and LUMO	0.3356	Ha
spin multiplicity	1
HOMO level	-6.74	eV
charge	-1

=====

(3)
The following is a quantum chemistry calculation of a single C4H7NO2 molecule, from the OMol25 dataset.

Geometry (Å):
N 1.79 -0.50 -0.62
C 0.63 -0.27 0.17
O 0.96 0.34 1.38
C -0.69 -1.12 0.28
C -0.60 0.11 -0.59
C -1.28 1.36 -0.19
O -2.13 1.45 0.67
H 1.81 -0.03 -1.52
H 2.67 -0.37 -0.14
H 0.41 -0.14 2.00
H -1.40 -0.96 1.10
H -0.81 -2.09 -0.18
H -0.51 -0.05 -1.66
H -0.88 2.26 -0.71

LUMO level	0.882	eV
DFT total energy	-9844.831	eV
ΔE to the lowest compared entry with this formula, charge and spin	2.449	eV
gap between HOMO and LUMO	0.3634	Ha
spin multiplicity	1
HOMO level	-9.01	eV

=====

(4)
The following is a quantum chemistry calculation of a molecular structure, C3H6O3, from the OMol25 dataset.

Geometry (Å):
C -0.39 0.51 -0.34
C 1.04 0.39 -0.72
C -1.18 -0.57 0.02
O -0.98 1.73 -0.37
O 0.36 -1.39 1.58
O -0.69 -1.75 0.22
H -0.32 2.40 -0.59
H 0.13 -1.90 2.38
H -2.22 -0.41 0.29
H 1.48 -0.52 -0.30
H 1.13 0.30 -1.81
H 1.63 1.23 -0.36

LUMO level (alpha / beta)	-0.607 / -0.189	eV
DFT total energy	-9346.346	eV
ΔE to the lowest compared entry with this formula, charge and spin	4.970	eV
gap between HOMO and LUMO (alpha / beta)	0.3042 / 0.3065	Ha
spin multiplicity	1
HOMO level (alpha / beta)	-8.88 / -8.53	eV

=====

(5)
The following is a quantum chemistry calculation of a gas-phase ion, C5H9FN (charge +1), from the OMol25 dataset.

Geometry (Å):
C 0.93 -0.50 1.35
C -0.57 -0.18 1.43
C -1.20 -0.24 0.03
C -0.51 0.85 -0.90
C 0.45 0.29 -1.78
N 1.61 -0.57 0.29
F 2.98 -0.71 0.20
H 1.56 -0.60 2.22
H -0.95 -1.00 1.97
H -0.78 0.79 1.74
H -1.07 -1.17 -0.61
H -2.24 -0.07 0.22
H -1.40 1.27 -1.48
H -0.31 1.64 -0.26
H 0.06 -0.56 -2.45
H 1.45 0.76 -1.96

LUMO level	-6.543	eV
DFT total energy	-9526.142	eV
ΔE to the lowest compared entry with this formula, charge and spin	4.489	eV
gap between HOMO and LUMO	0.3243	Ha
spin multiplicity	1
HOMO level	-15.37	eV
charge	+1

=====

(6)
The following is a quantum chemistry calculation of a single C4H8P2 molecule, from the OMol25 dataset.

Geometry (Å):
C -1.12 -0.87 -0.69
C 1.76 0.22 -0.76
C -2.18 -1.63 -0.16
C 1.76 1.58 -0.11
P 2.80 -1.09 0.09
P 0.56 -0.98 0.12
H 1.75 0.16 -1.83
H -2.87 -1.08 0.56
H -2.02 -2.58 0.37
H -3.06 -1.84 -0.82
H 1.75 1.67 0.96
H 0.83 2.22 -0.49
H 2.48 2.11 -0.64
H 0.20 -0.07 1.18

LUMO level (alpha / beta)	-1.436 / -1.577	eV
DFT total energy	-22848.173	eV
ΔE to the lowest compared entry with this formula, charge and spin	6.275	eV
gap between HOMO and LUMO (alpha / beta)	0.2118 / 0.2047	Ha
spin multiplicity	1
HOMO level (alpha / beta)	-7.20 / -7.15	eV

=====

(7)
The following is a quantum chemistry calculation of 2 unconnected molecules or ions with the total composition C11H17N4O2, from the OMol25 dataset.

Geometry (Å):
C 1.04 0.84 1.28
C -0.14 1.94 0.91
O 0.16 3.31 1.35
C -0.29 1.93 -0.73
O -1.54 2.63 -1.08
N -2.61 1.93 -0.67
N -3.06 0.65 -0.95
C -4.38 0.46 -0.17
N -4.77 1.71 0.63
C -3.59 2.59 0.28
N -3.45 3.88 0.79
H 2.00 1.43 1.61
H 0.61 0.11 2.08
H 1.31 0.21 0.30
H -1.11 1.60 1.49
H 0.04 3.97 0.60
H -0.29 0.84 -1.17
H 0.62 2.49 -1.22
H -2.57 -0.03 -1.56
H -5.07 -0.51 -0.12
H -3.21 4.68 0.16
H -3.63 3.97 1.83
C 4.01 -3.96 -0.94
C 3.13 -3.35 -1.83
C 1.95 -2.78 -1.36
C 1.65 -2.80 0.00
C 2.53 -3.41 0.89
C 3.71 -3.99 0.42
H 4.93 -4.41 -1.31
H 3.36 -3.32 -2.89
H 1.26 -2.31 -2.06
H 0.73 -2.35 0.36
H 2.30 -3.43 1.95
H 4.40 -4.47 1.12

LUMO level	-4.471	eV
DFT total energy	-21724.054	eV
ΔE to the lowest compared entry with this formula, charge and spin	5.059	eV
gap between HOMO and LUMO	0.2567	Ha
spin multiplicity	1
HOMO level	-11.46	eV
charge	+1